No. 1
Density functional theory data (the ωB97M-V functional and the def2-TZVPD basis) for C14H16Cl2CuINO3PS2 as an isolated structure at a distorted geometry.

Results
* electronic energy: -4820.02005 hartree
* total charge: -2
* frontier orbital gap: 5.1054 eV
* strongest force on any atom: 1.1 eV Å⁻¹
* LUMO: 0.161 Ha

Each line ends with the Löwdin charge.
Atoms and positions in Å:
Cu (-0.04709, -2.03552, -0.32451)  -0.068
Cl (0.59446, -1.23957, 4.73189)  0.604
C (1.72912, -1.19611, 3.40020)  -0.598
C (3.08528, -1.04999, 3.68108)  -0.175
C (4.02123, -1.00736, 2.68219)  -0.631
Cl (5.72913, -0.86073, 3.10664)  0.573
C (3.63291, -1.08052, 1.32262)  -0.190
C (4.51413, -1.00084, 0.22308)  -0.060
C (4.00563, -1.02795, -1.04188)  -0.071
C (2.61863, -1.13876, -1.23678)  -0.141
N (1.77162, -1.25937, -0.23933)  0.046
C (2.25292, -1.23090, 1.03395)  -0.105
C (1.22387, -1.35757, 2.08446)  -0.418
O (0.03520, -1.57831, 1.78387)  -0.064
H (3.40392, -0.97346, 4.71341)  0.089
H (5.57783, -0.90244, 0.39667)  0.074
H (4.65937, -0.94463, -1.90185)  0.092
H (2.18146, -1.11011, -2.22740)  0.108
C (-1.39351, 2.98717, 1.74181)  -0.086
C (-2.08506, 2.84711, 0.40253)  -0.355
O (-2.16406, 1.46450, 0.07512)  -0.374
P (-1.53185, 0.91962, -1.32697)  -0.163
S (-1.87876, -1.02557, -1.31085)  0.365
S (0.22739, 1.71814, -1.64510)  0.175
O (-2.54163, 1.63898, -2.40871)  -0.380
C (-3.90997, 1.25661, -2.40233)  -0.359
C (-4.68570, 2.30730, -3.16753)  -0.095
H (-1.27266, 4.04415, 2.00110)  0.065
H (-0.40962, 2.51985, 1.68814)  0.075
H (-1.96374, 2.49146, 2.52908)  0.072
H (-1.53442, 3.39508, -0.36291)  0.065
H (-3.10677, 3.24065, 0.44144)  0.106
H (-4.27555, 1.17241, -1.37475)  0.105
H (-4.01517, 0.27217, -2.86481)  0.089
H (-4.56896, 3.28537, -2.69616)  0.068
H (-5.74915, 2.05323, -3.19289)  0.065
H (-4.31788, 2.37930, -4.19297)  0.069
I (-1.51841, -5.27955, -1.37352)  0.332
C (0.20512, -3.98974, -0.87620)  -0.718
H (0.81399, -4.11657, -1.77858)  -0.095
H (0.68672, -4.58753, -0.09323)  -0.090

No. 2
Density functional theory data (the ωB97M-V functional and the def2-TZVPD basis) for C14H16Cl3N3NaO8 as an isolated structure.

Results
* electronic energy: -2852.16622 hartree
* total charge: -1
* ΔE to the lowest compared entry with this formula, charge and spin: 0.159 eV
* frontier orbital gap: 8.8281 eV
* strongest force on any atom: 0.5 eV Å⁻¹
* LUMO: 0.085 Ha

Each line ends with the Löwdin charge.
Atoms and positions in Å:
Na (0.31846, 1.06490, -0.54687)  0.397
O (0.33960, -3.00238, -1.26070)  -0.350
Cl (0.18291, -2.00894, -0.22143)  0.687
O (-0.10134, -2.65283, 1.02842)  -0.324
O (1.38046, -1.19672, -0.14365)  -0.331
O (-0.91701, -1.11764, -0.57731)  -0.361
C (-4.23284, -1.19258, -0.01512)  -0.035
N (-3.67255, 0.02102, -0.54836)  -0.102
C (-3.72591, 0.43424, -1.92361)  -0.046
C (-2.75256, 1.62278, -1.91876)  -0.476
O (-2.54128, 2.32441, -2.88656)  0.031
N (-2.16636, 1.71542, -0.67856)  0.167
C (-2.74137, 0.77254, 0.06868)  -0.450
N (-2.46606, 0.61188, 1.36830)  0.217
H (-4.78409, -1.69738, -0.80527)  0.090
H (-4.91734, -0.99394, 0.81352)  0.087
H (-3.43761, -1.86654, 0.31966)  0.088
H (-4.72781, 0.73572, -2.23480)  0.130
H (-3.34741, -0.33346, -2.60608)  0.124
H (-1.56022, 0.97591, 1.67777)  0.062
H (-2.68140, -0.28338, 1.77615)  0.102
Cl (1.36644, 2.88737, 4.48394)  0.545
C (2.03221, 1.66641, 3.35638)  -0.995
Cl (3.76048, 1.96396, 3.09471)  0.559
C (1.18299, 1.66075, 2.05735)  -0.787
O (1.62361, 2.22079, 1.04653)  -0.038
O (0.10931, 1.03662, 2.19833)  -0.056
H (1.93510, 0.70702, 3.84853)  0.054
C (2.32144, -1.28624, -3.29295)  -0.003
C (1.12469, -0.38149, -3.29154)  -0.379
O (1.14046, 0.68284, -2.70805)  0.066
C (-0.09332, -0.80488, -4.05093)  -0.145
C (-0.35107, -2.14767, -4.31695)  -0.029
C (-1.49984, -2.50829, -5.00239)  -0.078
C (-2.38847, -1.52917, -5.43162)  -0.093
C (-2.13995, -0.19146, -5.15656)  -0.084
C (-0.99667, 0.17049, -4.46157)  -0.020
H (3.17284, -0.75456, -2.87745)  0.093
H (2.53866, -1.64683, -4.29943)  0.089
H (2.09422, -2.14886, -2.66260)  0.071
H (0.31887, -2.90843, -3.94072)  0.107
H (-1.70966, -3.55376, -5.18964)  0.099
H (-3.28494, -1.81283, -5.96979)  0.097
H (-2.84934, 0.57185, -5.44671)  0.107
H (-0.81359, 1.20406, -4.19731)  0.111

No. 3
Density functional theory data (the ωB97M-V functional and the def2-TZVPD basis) for C14H16F6N5O18S6VY as an isolated structure at a distorted geometry.

Results
* electronic energy: -6140.98639 hartree
* total charge: +1
* spin multiplicity: 3
* frontier orbital gap (spin up / spin down): 2.7169 / 2.7117 eV
* strongest force on any atom: 15.9 eV Å⁻¹
* LUMO (spin up / spin down): -0.290 / -0.290 Ha

Each line ends with the Löwdin charge.
Atoms and positions in Å:
V (-1.20256, 0.70407, 1.21674)  1.191
Y (-1.38979, 2.63945, 4.49996)  2.111
N (-2.18060, -0.77247, 2.17199)  -0.335
S (-2.47827, -0.86635, 3.91733)  0.695
O (-3.51106, -1.60020, 4.56720)  -0.130
O (-2.33775, 0.48869, 4.39926)  -0.427
F (-1.07684, -1.55232, 4.30801)  -0.119
S (-2.86404, -2.06742, 1.92963)  0.421
O (-4.33525, -2.19814, 1.78982)  -0.213
O (-2.12804, -3.20047, 2.38354)  -0.200
F (-2.61051, -2.06136, 0.35346)  -0.152
N (-5.76821, -1.10096, -0.52152)  -0.207
S (-5.07636, 0.41940, -0.18199)  0.519
O (-5.61174, 1.55512, -0.86751)  -0.248
O (-3.68560, 0.40289, 0.00347)  -0.355
F (-5.51468, 0.54420, 1.40326)  -0.222
S (-5.59819, -0.74118, -2.08016)  0.482
O (-4.22459, -0.47883, -2.52872)  -0.301
O (-6.67986, -0.04792, -2.67730)  -0.254
F (-5.83359, -2.29620, -2.51407)  -0.212
N (-0.82752, 1.71789, -0.42484)  -0.336
S (-0.10027, 3.30423, -0.83890)  0.631
O (-0.85163, 4.34672, -1.47397)  -0.189
O (1.32627, 3.19597, -1.18206)  -0.241
F (-0.11457, 3.84593, 0.66371)  -0.201
S (-1.27580, 1.62458, -1.90419)  0.455
O (-0.23976, 1.30842, -2.89766)  -0.191
O (-2.55570, 2.14286, -2.31924)  -0.167
F (-1.67714, 0.15405, -1.52472)  -0.198
C (1.47321, 0.68710, 3.12210)  -0.172
O (0.12794, 1.14971, 3.05339)  -0.475
H (1.79124, 0.19998, 2.20032)  0.075
H (2.16809, 1.48628, 3.38007)  0.078
H (1.69421, 0.02214, 3.95701)  0.087
C (-3.28235, 3.31549, 1.59021)  -0.162
O (-2.37547, 2.43968, 2.26299)  -0.468
H (-3.78301, 3.94100, 2.32924)  0.083
H (-2.98705, 3.84128, 0.68222)  0.093
H (-4.10804, 2.80895, 1.09045)  0.067
C (1.23471, -4.42750, -3.13878)  -0.037
C (1.08133, -3.08185, -3.16003)  -0.061
C (0.97424, -2.32782, -2.01844)  0.023
C (0.84515, -2.99637, -0.81687)  -0.148
C (0.89051, -4.37295, -0.72775)  0.005
C (1.11155, -5.06363, -1.88201)  -0.044
N (0.50722, -2.25583, 0.37933)  -0.287
O (0.00455, -1.14991, 0.31980)  -0.031
O (0.91926, -2.79411, 1.37736)  0.134
H (1.43036, -4.99691, -4.03538)  0.118
H (1.03520, -2.63388, -4.14166)  0.122
H (0.84911, -1.25529, -1.99758)  0.103
H (0.94690, -4.88727, 0.22023)  0.129
H (1.22415, -6.13773, -1.88760)  0.113
C (7.00802, 2.53332, -1.17721)  -0.062
C (5.70459, 2.97574, -1.52303)  -0.027
C (4.55279, 2.15099, -1.21333)  0.034
C (4.80829, 0.82746, -0.71500)  -0.110
C (6.10923, 0.47373, -0.40492)  -0.030
C (7.24261, 1.26703, -0.63211)  -0.053
N (3.61038, -0.02344, -0.34519)  -0.295
O (3.68564, -1.10243, 0.23501)  0.058
O (2.48459, 0.20188, -0.81484)  0.022
H (7.92279, 3.01966, -1.48230)  0.106
H (5.47530, 3.95074, -1.92702)  0.101
H (3.54370, 2.53485, -1.24162)  0.077
H (6.29052, -0.55417, -0.12749)  0.115
H (8.21216, 0.82343, -0.46009)  0.112

No. 4
Density functional theory data (the ωB97M-V functional and the def2-TZVPD basis) for one molecule with the formula C14H16N4O4S2 at a distorted geometry.

Results
* electronic energy: -1859.41924 hartree
* total charge: 0
* ΔE to the lowest compared entry with this formula, charge and spin: 2.656 eV
* frontier orbital gap: 9.0483 eV
* SMILES: COc1cccc(C(=O)Nc2nnc(S(=O)(=O)N3CCCC3)s2)c1
* strongest force on any atom: 1.6 eV Å⁻¹
* LUMO: -0.005 Ha

Each line ends with the Löwdin charge.
Atoms and positions in Å:
C (-6.58721, -2.68925, 0.32973)  -0.076
O (-6.98084, -1.34505, 0.16223)  -0.074
C (-6.02227, -0.39636, 0.06161)  -0.262
C (-6.47098, 0.91592, -0.12099)  0.010
C (-5.56916, 1.95167, -0.24641)  -0.065
C (-4.20511, 1.71688, -0.17784)  -0.038
C (-3.74826, 0.41714, 0.01641)  -0.131
C (-2.31621, 0.05652, 0.09063)  -0.416
O (-1.89165, -1.06468, -0.10370)  0.007
N (-1.45043, 1.07699, 0.41666)  0.123
C (-0.11109, 0.85833, 0.52536)  -0.554
N (0.73870, 1.78962, 0.83618)  0.014
N (1.98492, 1.34444, 0.88735)  -0.022
C (2.09837, 0.08996, 0.62103)  -0.634
S (3.63931, -0.80885, 0.56909)  0.623
O (3.32284, -2.14700, 0.17408)  -0.299
O (4.32356, -0.61027, 1.81172)  -0.259
N (4.35737, -0.02649, -0.72682)  -0.236
C (4.99868, 1.21331, -0.32396)  -0.203
C (6.43088, 0.83380, 0.09188)  -0.158
C (6.67013, -0.54757, -0.54486)  -0.156
C (5.39902, -0.81461, -1.36394)  -0.195
S (0.60131, -0.71588, 0.25677)  1.176
C (-4.65588, -0.63648, 0.12477)  0.053
H (-7.51215, -3.26151, 0.37288)  0.095
H (-5.98334, -3.03709, -0.51330)  0.099
H (-6.02975, -2.82970, 1.26047)  0.099
H (-7.53380, 1.09100, -0.16951)  0.121
H (-5.93107, 2.95655, -0.40172)  0.109
H (-3.52092, 2.54105, -0.31050)  0.107
H (-1.77956, 2.00734, 0.63143)  0.146
H (4.99770, 1.88219, -1.18867)  0.126
H (4.42023, 1.66410, 0.47989)  0.098
H (6.49314, 0.76704, 1.17593)  0.101
H (7.14791, 1.57529, -0.25669)  0.105
H (7.55964, -0.56718, -1.17218)  0.105
H (6.77237, -1.30639, 0.22968)  0.108
H (5.09290, -1.85881, -1.37080)  0.110
H (5.50419, -0.45817, -2.39245)  0.126
H (-4.25351, -1.62777, 0.25854)  0.115

No. 5
Density functional theory data (the ωB97M-V functional and the def2-TZVPD basis) for one molecule with the formula C14H16N4S at a distorted geometry.

Results
* electronic energy: -1160.30994 hartree
* total charge: 0
* ΔE to the lowest compared entry with this formula, charge and spin: 0.000 eV
* frontier orbital gap: 8.1120 eV
* SMILES: CC(C)Sc1nnc(-c2c[nH]c3ccccc23)n1C
* strongest force on any atom: 1.3 eV Å⁻¹
* LUMO: 0.021 Ha

Each line ends with the Löwdin charge.
Atoms and positions in Å:
C (-4.99011, -0.75075, -2.62557)  -0.141
C (-3.69304, -1.08891, -1.91197)  -0.672
C (-3.70821, -2.47345, -1.29258)  -0.135
S (-3.42237, 0.17709, -0.59970)  0.990
C (-1.71794, -0.04082, -0.35869)  -0.629
N (-0.95756, -0.91735, -0.95660)  0.020
N (0.28796, -0.74716, -0.49647)  0.075
C (0.28834, 0.22464, 0.38264)  -0.247
C (1.45830, 0.68011, 1.07774)  -0.097
C (1.56720, 1.48039, 2.18815)  -0.044
N (2.88204, 1.65019, 2.51121)  0.082
C (3.66023, 0.96246, 1.62100)  -0.212
C (5.04100, 0.83571, 1.53831)  -0.027
C (5.54525, 0.06156, 0.51544)  -0.099
C (4.70184, -0.57117, -0.40250)  -0.092
C (3.33220, -0.44829, -0.32621)  -0.017
C (2.79934, 0.32942, 0.69879)  -0.117
N (-0.99079, 0.72365, 0.51072)  -0.052
C (-1.48181, 1.81148, 1.30299)  -0.040
H (-5.15208, -1.45244, -3.44101)  0.081
H (-5.83085, -0.81640, -1.93742)  0.075
H (-4.95628, 0.25681, -3.03422)  0.069
H (-2.83513, -0.98448, -2.57863)  0.096
H (-3.87825, -3.21773, -2.06796)  0.080
H (-4.50028, -2.55325, -0.55017)  0.075
H (-2.75030, -2.67936, -0.82155)  0.059
H (0.80830, 1.93025, 2.79797)  0.109
H (3.22201, 2.18572, 3.29181)  0.157
H (5.69077, 1.32464, 2.24948)  0.105
H (6.61420, -0.06073, 0.42027)  0.098
H (5.14190, -1.16952, -1.18643)  0.098
H (2.66935, -0.93637, -1.02189)  0.095
H (-1.56671, 1.51871, 2.35226)  0.099
H (-2.46966, 2.08972, 0.93557)  0.060
H (-0.80885, 2.66563, 1.21523)  0.097

No. 6
Density functional theory data (the ωB97M-V functional and the def2-TZVPD basis) for a 2-piece molecular cluster, C14H16NO4 overall at a distorted geometry.

Results
* electronic energy: -898.81513 hartree
* total charge: -1
* frontier orbital gap: 5.1961 eV
* strongest force on any atom: 7.1 eV Å⁻¹
* LUMO: 0.091 Ha

Each line ends with the Löwdin charge.
Atoms and positions in Å:
C (-3.98650, 0.81164, 1.54451)  -0.082
C (-2.73417, 1.65589, 1.54383)  -0.285
O (-1.58478, 0.85365, 1.54348)  -0.066
C (-0.45056, 1.62340, 1.54691)  -0.488
C (0.76909, 0.84821, 1.55096)  -0.183
C (0.60208, -0.62611, 1.55314)  -0.118
C (2.06139, 1.44163, 1.55011)  -0.523
C (3.27281, 0.56433, 1.54674)  -0.047
O (2.25680, 2.65044, 1.55162)  -0.030
O (-0.48795, 2.84768, 1.54709)  0.031
H (-4.89146, 1.41891, 1.54494)  0.065
H (-4.00445, 0.16369, 0.66881)  0.068
H (-4.00341, 0.16374, 2.42028)  0.068
H (-2.67127, 2.30716, 0.66273)  0.121
H (-2.67044, 2.30665, 2.42520)  0.121
H (-0.45669, -0.89022, 1.55638)  0.065
H (1.04817, -1.07413, 0.66580)  0.067
H (1.05103, -1.07483, 2.43875)  0.049
H (3.02800, -0.49568, 1.54552)  0.044
H (3.88279, 0.77426, 0.67181)  0.071
H (3.88611, 0.77117, 2.42000)  0.071
C (0.68973, -4.72376, 9.03105)  -0.114
C (0.89308, -3.35756, 8.95087)  -0.099
C (0.91710, -2.73549, 7.72615)  -0.024
C (0.73658, -3.47479, 6.54552)  -0.310
N (0.76085, -2.86682, 5.34557)  0.153
C (0.60334, -3.44451, 4.19346)  -0.218
O (0.46320, -3.99514, 3.19771)  0.220
C (0.53142, -4.85752, 6.65263)  -0.033
C (0.50943, -5.46911, 7.88133)  -0.101
H (0.67106, -5.20896, 9.99308)  0.093
H (1.03277, -2.78351, 9.85452)  0.100
H (1.07449, -1.67225, 7.65654)  0.111
H (0.39223, -5.42728, 5.75165)  0.104
H (0.35092, -6.53270, 7.94751)  0.099